1.
The ion C2H2NO2S2 with charge +1 at a distorted geometry, computed with ωB97M-V/def2-TZVPD.

Geometry as XYZ:
```
9
Properties=species:S:1:pos:R:3:mulliken_charge:R:1
C 1.20119 0.04743 0.53137 -0.481
C 0.20484 -0.84242 0.68822 0.631
N 1.89752 -1.78442 2.28420 -0.157
O 3.76505 0.65349 1.56499 -0.327
O -1.02817 -1.01655 0.25577 -0.421
S 2.89431 -0.43201 1.14590 0.645
S 0.59414 -2.24877 1.77286 0.387
H 1.09567 0.91874 -0.09520 0.361
H -1.37426 -0.44181 -0.43855 0.361
```

Computed properties:
HOMO (spin up / spin down): -15.190 / -15.190 eV
Kohn-Sham gap (spin up / spin down): 7.843 / 7.843 eV
energy above the lowest of the compared OMol25 structures with the same formula, charge and spin: 12.69 kcal per mole
charge: +1
calculated total energy: -29349.748 eV

2.
The ion C2H2NO3 with charge -1 at a distorted geometry, computed with ωB97M-V/def2-TZVPD.

Geometry as XYZ:
```
8
Properties=species:S:1:pos:R:3:mulliken_charge:R:1
C -0.18133 0.24240 -0.34557 0.364
C 0.04082 -1.18308 -0.40839 0.468
N 0.21649 0.92901 0.70723 -0.298
O 0.60406 -1.56804 0.63675 -0.740
O -1.44301 0.94752 -1.20359 -0.687
O -0.34439 -1.83769 -1.36059 -0.647
H 0.97062 0.55350 1.34231 0.277
H 0.13675 1.91637 0.63186 0.262
```

Computed properties:
HOMO: -4.400 eV
SMILES: NC(=O)C(=O)[O-]
Kohn-Sham gap: 8.472 eV
energy above the lowest of the compared OMol25 structures with the same formula, charge and spin: 91.81 kcal per mole
charge: -1
calculated total energy: -9737.672 eV

3.
A cluster of 2 separate species, C2H2NO3S in total at a distorted geometry, computed with ωB97M-V/def2-TZVPD.

Geometry as XYZ:
```
9
Properties=species:S:1:pos:R:3:mulliken_charge:R:1
C -1.12857 -0.15509 -1.15528 -0.289
C -2.30896 1.79648 -1.12712 0.791
N -0.17906 -0.10622 -0.20848 -0.329
O -2.03650 2.12536 -0.00733 -0.502
O -2.89037 1.89721 -2.14389 -0.444
O 0.08601 -2.31299 -1.21385 -0.750
S -1.12300 -1.61345 -1.90194 0.051
H -0.01938 0.83002 0.03833 0.237
H 0.45703 -0.79057 -0.39854 0.236
```

Computed properties:
HOMO: -3.442 eV
Kohn-Sham gap: 7.336 eV
energy above the lowest of the compared OMol25 structures with the same formula, charge and spin: 28.45 kcal per mole
charge: -1
calculated total energy: -20574.382 eV

4.
The ion C2H2NO3S with charge -1 at a distorted geometry, computed with ωB97M-V/def2-TZVPD.

Geometry as XYZ:
```
9
Properties=species:S:1:pos:R:3:mulliken_charge:R:1
C -0.85982 0.57978 0.55769 0.102
C -1.18507 -0.34417 -0.49913 -0.129
N -1.39055 0.89904 -0.77475 -0.520
O 0.51312 0.85428 0.72918 -0.478
O 1.01368 -1.51977 -0.09783 -0.607
O 2.82841 0.10666 0.08327 -0.530
S 1.53775 -0.18091 -0.45104 0.500
H -1.54073 0.88859 1.37007 0.307
H -0.91679 -1.28349 -0.91746 0.355
```

Computed properties:
HOMO: -4.303 eV
Kohn-Sham gap: 8.439 eV
energy above the lowest of the compared OMol25 structures with the same formula, charge and spin: 58.87 kcal per mole
charge: -1
calculated total energy: -20573.063 eV

5.
The ion C2H2NO3S with charge -1, computed with ωB97M-V/def2-TZVPD.

Geometry as XYZ:
```
9
Properties=species:S:1:pos:R:3:mulliken_charge:R:1
C -1.39446 0.23214 -0.00010 0.231
C -1.78198 -1.27016 -0.00006 0.493
N -0.11101 0.55296 -0.00159 -0.001
O -0.78894 -2.06429 -0.00028 -0.751
O -2.96275 -1.56541 0.00007 -0.636
O 0.93645 -0.34526 0.00138 -0.549
S -2.50366 1.46184 0.00033 -0.459
H 0.18107 1.52405 -0.00132 0.199
H 0.34954 -1.27226 0.00136 0.473
```

Computed properties:
HOMO: -4.166 eV
SMILES: O=C([O-])C(=S)NO
Kohn-Sham gap: 7.837 eV
energy above the lowest of the compared OMol25 structures with the same formula, charge and spin: 15.84 kcal per mole
charge: -1
calculated total energy: -20574.929 eV

6.
A structure of composition C2H2NO3S at a distorted geometry, computed with ωB97M-V/def2-TZVPD.

Geometry as XYZ:
```
9
Properties=species:S:1:pos:R:3:mulliken_charge:R:1
C 0.12402 -1.13750 0.24445 0.351
C -0.30920 -0.10614 -0.82349 -0.172
N 1.14457 -0.16966 1.44256 -0.486
O -0.02052 -2.29578 0.29710 -0.458
O -0.55361 1.71658 1.24648 -0.582
O 0.57626 0.91356 -0.86526 -0.454
S 0.78130 1.29507 0.93141 0.354
H -0.32147 -0.49232 -1.83254 0.282
H -1.42134 0.27619 -0.64072 0.164
```

Computed properties:
HOMO: -3.981 eV
Kohn-Sham gap: 8.026 eV
energy above the lowest of the compared OMol25 structures with the same formula, charge and spin: 56.14 kcal per mole
charge: -1
calculated total energy: -20573.181 eV

7.
The ion C2H2NO3S with charge +1 at a distorted geometry, computed with ωB97M-V/def2-TZVPD.

Geometry as XYZ:
```
9
Properties=species:S:1:pos:R:3:mulliken_charge:R:1
C -1.04392 -0.44888 -0.14636 -0.047
C -0.84985 1.05835 -0.15930 0.777
N -3.63354 0.16363 0.54289 0.345
O -4.59727 0.50821 0.04974 -0.064
O -1.80335 1.76397 -0.34470 -0.447
O 0.35872 1.49095 0.04204 -0.386
S -2.50917 -1.14498 -0.21623 0.173
H -0.18039 -1.10572 -0.18660 0.304
H 1.06029 0.84172 0.19592 0.345
```

Computed properties:
HOMO: -15.486 eV
Kohn-Sham gap: 7.667 eV
energy above the lowest of the compared OMol25 structures with the same formula, charge and spin: 4.03 kcal per mole
charge: +1
calculated total energy: -20562.375 eV

8.
An isolated molecule of C2H2O at a distorted geometry, computed with ωB97M-V/def2-TZVPD.

Geometry as XYZ:
```
5
Properties=species:S:1:pos:R:3:mulliken_charge:R:1
C -0.27609 0.64071 -0.04649 -0.221
C 0.39550 -0.47528 -0.18158 -0.223
O -0.29705 -0.44032 1.02897 -0.246
H -1.04893 1.20672 -0.32909 0.321
H 1.22656 -0.93183 -0.47182 0.368
```

Computed properties:
HOMO (spin up / spin down): -6.619 / -12.949 eV
Kohn-Sham gap (spin up / spin down): 7.847 / 12.164 eV
expectation value of S²: 2.00
energy above the lowest of the compared OMol25 structures with the same formula, charge and spin: 34.53 kcal per mole
charge: 0
calculated total energy: -4147.151 eV
multiplicity: 3

9.
An isolated molecule of C2H2O2 at a distorted geometry, computed with ωB97M-V/def2-TZVPD.

Geometry as XYZ:
```
6
Properties=species:S:1:pos:R:3:mulliken_charge:R:1
C 0.61353 0.48916 -0.47726 0.500
C -0.47349 -0.22305 0.13846 -0.114
O 1.66498 0.89417 -0.67286 -0.210
O 0.32574 -0.48212 1.18647 -0.605
H -1.36425 0.40875 0.32070 0.225
H -0.76653 -1.08690 -0.49550 0.204
```

Computed properties:
HOMO: -9.526 eV
Kohn-Sham gap: 9.753 eV
energy above the lowest of the compared OMol25 structures with the same formula, charge and spin: 39.49 kcal per mole
charge: 0
calculated total energy: -6198.342 eV

10.
The ion C2H2O2PS with charge -1 at a distorted geometry, computed with ωB97M-V/def2-TZVPD.

Geometry as XYZ:
```
8
Properties=species:S:1:pos:R:3:mulliken_charge:R:1
C 0.61852 0.82806 1.51341 0.119
C -0.20975 0.22342 0.87846 -0.848
O -2.49060 0.31879 -1.02508 -0.637
O -0.83591 -1.60133 -1.17588 -0.502
P -1.05652 0.02400 -1.08587 0.693
S 0.12069 0.89160 -2.40357 -0.525
H 1.28269 1.24509 2.22397 0.393
H 0.10218 -1.75291 -1.29726 0.307
```

Computed properties:
HOMO: -4.557 eV
SMILES: C#C[P@]([O-])(O)=S
Kohn-Sham gap: 8.298 eV
energy above the lowest of the compared OMol25 structures with the same formula, charge and spin: 0.36 kcal per mole
charge: -1
calculated total energy: -26326.976 eV

11.
A structure of composition C2H2O2PYb at a distorted geometry, computed with ωB97M-V/def2-TZVPD.

Geometry as XYZ:
```
8
Properties=species:S:1:pos:R:3:mulliken_charge:R:1
P -0.95922 -1.52156 1.25167 0.155
O -1.87153 -0.77485 0.00571 -0.372
C -1.39710 0.56818 -0.15632 -0.418
H -1.66260 1.27289 0.67229 0.256
H -1.81384 1.00717 -1.07130 0.272
C 0.10035 0.44397 -0.07850 0.094
O 0.40717 -0.50107 0.72617 -0.394
Yb 1.91374 1.42290 -1.47880 1.407
```

Computed properties:
HOMO (spin up / spin down): -9.517 / -9.528 eV
Kohn-Sham gap (spin up / spin down): 3.496 / 3.503 eV
charge: +1
calculated total energy: -47008.258 eV

12.
A cluster of 2 separate species, C2H2O2S in total at a distorted geometry, computed with ωB97M-V/def2-TZVPD.

Geometry as XYZ:
```
7
Properties=species:S:1:pos:R:3:mulliken_charge:R:1
C 1.42143 -0.48949 -0.39276 -0.287
C 1.17739 0.69203 -0.08413 -0.370
O -1.84443 -1.35007 0.11390 -0.312
O -1.27378 1.00507 0.40601 -0.358
S -2.27403 -0.07836 0.52766 0.648
H 1.77270 -1.49773 -0.26688 0.342
H 1.02072 1.71855 -0.30380 0.336
```

Computed properties:
HOMO: -9.822 eV
Kohn-Sham gap: 8.590 eV
energy above the lowest of the compared OMol25 structures with the same formula, charge and spin: 64.16 kcal per mole
charge: 0
calculated total energy: -17033.242 eV

13.
An isolated molecule of C2H2O2S at a distorted geometry, computed with ωB97M-V/def2-TZVPD.

Geometry as XYZ:
```
7
Properties=species:S:1:pos:R:3:mulliken_charge:R:1
C -0.69275 -0.21458 0.00504 0.820
C 0.31692 0.13592 -0.86686 -0.401
O -0.73258 1.05312 0.05122 -0.327
O -1.48851 -1.11621 0.43306 -0.404
S 2.07724 0.38355 0.27307 -0.216
H -2.22040 -0.77011 0.97636 0.379
H 2.74008 0.52831 -0.87188 0.149
```

Computed properties:
HOMO: -9.001 eV
SMILES: OC1=C(S)O1
Kohn-Sham gap: 8.991 eV
energy above the lowest of the compared OMol25 structures with the same formula, charge and spin: 91.91 kcal per mole
charge: 0
calculated total energy: -17032.039 eV

14.
An isolated molecule of C2H2O2S at a distorted geometry, computed with ωB97M-V/def2-TZVPD.

Geometry as XYZ:
```
7
Properties=species:S:1:pos:R:3:mulliken_charge:R:1
C -0.01917 0.47194 -0.01925 0.662
C -1.04135 -0.51494 -0.08254 -0.044
H 2.51196 0.67206 0.09931 0.191
H -0.62942 -1.42600 0.32432 0.273
O -0.15289 1.65916 -0.08772 -0.410
O -2.32994 -0.42651 -0.11882 -0.419
S 1.66080 -0.43572 -0.11530 -0.253
```

Computed properties:
HOMO: -10.484 eV
SMILES: O=CC(=O)S
Kohn-Sham gap: 8.564 eV
energy above the lowest of the compared OMol25 structures with the same formula, charge and spin: 34.31 kcal per mole
charge: 0
calculated total energy: -17034.537 eV

15.
An isolated molecule of C2H2O2S at a distorted geometry, computed with ωB97M-V/def2-TZVPD.

Geometry as XYZ:
```
7
Properties=species:S:1:pos:R:3:mulliken_charge:R:1
C -1.67784 -0.12309 0.07321 0.100
C -0.21582 -0.19860 0.00545 0.063
O -4.21370 -0.50096 -0.08285 -0.364
O -1.06213 -1.29888 0.16682 -0.344
S -3.16340 0.60221 -0.01461 0.151
H 0.20216 -0.05380 -1.09640 0.181
H 0.53600 0.21284 0.84921 0.214
```

Computed properties:
HOMO (spin up / spin down): -6.668 / -10.964 eV
Kohn-Sham gap (spin up / spin down): 7.320 / 8.761 eV
expectation value of S²: 2.01
energy above the lowest of the compared OMol25 structures with the same formula, charge and spin: 72.51 kcal per mole
charge: 0
calculated total energy: -17030.360 eV
multiplicity: 3

16.
A structure of composition C2H2O2S2 at a distorted geometry, computed with ωB97M-V/def2-TZVPD.

Geometry as XYZ:
```
8
Properties=species:S:1:pos:R:3:mulliken_charge:R:1
C -0.95718 -0.13384 0.04074 0.348
C 0.53584 -0.06688 0.17004 0.433
H -0.44742 1.89633 -0.30825 0.188
H 2.03473 -1.22109 -0.63234 0.346
O 1.10298 -1.30005 -0.36649 -0.412
O 1.25030 0.99601 0.78956 -0.513
S -1.69078 1.28316 -0.08783 -0.178
S -1.82847 -1.45363 0.39457 -0.212
```

Computed properties:
HOMO: -9.282 eV
Kohn-Sham gap: 7.653 eV
energy above the lowest of the compared OMol25 structures with the same formula, charge and spin: 56.55 kcal per mole
charge: 0
calculated total energy: -27869.154 eV

17.
An isolated molecule of C2H2O3 at a distorted geometry, computed with ωB97M-V/def2-TZVPD.

Geometry as XYZ:
```
7
Properties=species:S:1:pos:R:3:mulliken_charge:R:1
C 0.37447 -0.03593 -0.07315 -0.118
C 0.32919 -1.69830 0.30234 0.547
O 1.58526 -0.00804 -0.51867 -0.544
O 0.76087 -2.78467 -0.25257 -0.157
O 1.16343 -2.32437 1.09716 -0.154
H -0.37457 0.24389 -0.86566 0.216
H 0.18842 0.72488 0.81833 0.209
```

Computed properties:
HOMO (spin up / spin down): -9.365 / -9.366 eV
Kohn-Sham gap (spin up / spin down): 8.253 / 8.255 eV
energy above the lowest of the compared OMol25 structures with the same formula, charge and spin: 172.32 kcal per mole
charge: 0
calculated total energy: -8241.125 eV

18.
An isolated molecule of C2H2O3 at a distorted geometry, computed with ωB97M-V/def2-TZVPD.

Geometry as XYZ:
```
7
Properties=species:S:1:pos:R:3:mulliken_charge:R:1
C 1.32261 -0.11345 0.03652 0.648
C -0.41429 0.27723 -0.38308 -0.018
O 2.28065 0.43209 -0.29539 -0.420
O 0.80993 -1.19480 0.29062 -0.447
O -1.06015 0.74058 0.59812 -0.329
H -0.92630 -0.52979 -1.06859 0.198
H -2.01245 0.38814 0.82182 0.368
```

Computed properties:
HOMO: -9.714 eV
Kohn-Sham gap: 9.742 eV
energy above the lowest of the compared OMol25 structures with the same formula, charge and spin: 64.41 kcal per mole
charge: 0
calculated total energy: -8245.804 eV